# 1
Below is C3H7BS2 in the gas phase at a distorted geometry, with properties calculated with wB97M-V/def2-TZVPD.

The geometry in XYZ format:
```
13
Properties=species:S:1:pos:R:3
B -0.89002 0.47538 -0.14107
C 1.04726 -1.66893 -0.21882
C 1.75399 -0.53155 0.43436
C -2.01871 1.56586 0.01658
S -0.77001 -1.27733 -0.22985
S 1.68923 1.16189 -0.29844
H 1.53226 -1.95017 -1.19246
H 1.23337 -2.53832 0.49005
H 1.30959 -0.40258 1.33620
H 2.91094 -0.68432 0.50040
H -1.64908 2.47189 0.49476
H -2.98924 1.03552 0.37030
H -2.57011 1.87275 -1.00220
```

Output
Orbital gap = 0.2991 Eh
Maximum force = 0.0875 hartree/bohr
Calculated total energy = -25569.7886 eV
Spin multiplicity = 1
HOMO level = -8.139 eV

***

# 2
Below is 2 unconnected molecules or ions with the total composition C3H7Br2N3O2 at a distorted geometry, with properties calculated with wB97M-V/def2-TZVPD.

The geometry in XYZ format:
```
17
Properties=species:S:1:pos:R:3
C -1.75125 0.84835 -0.30641
C -0.39730 -1.01168 0.62063
C 1.13109 -1.31166 0.46366
N -0.55638 0.49702 0.47451
N 1.62263 -0.67163 -0.67484
N 1.34569 1.41899 -0.62308
O 2.05496 1.84083 0.17532
O 0.77108 1.74797 -1.55330
Br -0.39512 1.45654 2.16686
Br 0.79967 -1.11192 -2.32502
H -2.62661 0.46588 0.09035
H -1.68099 1.83795 -0.36333
H -1.62750 0.36215 -1.29984
H -0.72842 -1.49834 1.57630
H -0.98336 -1.57598 -0.21203
H 1.71504 -0.88796 1.35430
H 1.30676 -2.40652 0.43592
```

Output
Orbital gap (alpha / beta) = 0.2883 / 0.3181 Eh
Maximum force = 0.0882 hartree/bohr
Calculated total energy = -151866.9641 eV
Spin multiplicity = 1
HOMO level (alpha / beta) = -8.496 / -8.981 eV

***

# 3
Below is 2 unconnected molecules or ions with the total composition C3H7BrCl2Si at a distorted geometry, with properties calculated with wB97M-V/def2-TZVPD.

The geometry in XYZ format:
```
14
Properties=species:S:1:pos:R:3
C 2.01111 1.48956 0.01099
C 0.90676 0.58958 0.32927
C -3.38278 -1.19857 -0.07487
Si -0.85520 1.39383 0.16157
Cl -1.77452 2.18604 1.75947
Cl -0.91452 2.58018 -1.54369
Br -4.79470 -0.02382 -0.17115
H 2.74810 1.48586 0.72771
H 2.43939 1.05705 -0.90050
H 1.67396 2.48036 -0.15993
H 1.00563 0.33906 1.35706
H 0.95129 -0.39970 -0.11305
H -3.30855 -1.64310 -1.12928
H -2.41860 -0.71200 0.30768
```

Output
Orbital gap (alpha / beta) = 0.2979 / 0.2525 Eh
Maximum force = 0.0571 hartree/bohr
Calculated total energy = -106188.1706 eV
Spin multiplicity = 1
HOMO level (alpha / beta) = -8.760 / -7.407 eV

***

# 4
Below is 2 unconnected molecules or ions with the total composition C3H7BrN at a distorted geometry, with properties calculated with wB97M-V/def2-TZVPD.

The geometry in XYZ format:
```
12
Properties=species:S:1:pos:R:3
C 1.65556 -1.34896 -0.10965
C 0.95405 -0.22736 -0.07577
C -0.36633 -0.12172 -0.55515
N -1.12927 1.12180 -0.18445
Br -0.92756 -0.88269 -2.28092
H 2.69977 -1.61965 0.08543
H 1.07394 -2.05376 -0.55531
H 1.32576 0.66134 0.36370
H -1.23787 -0.74647 1.76742
H -1.17729 1.39193 0.87286
H -0.84887 1.94996 -0.82754
H -2.08587 1.02315 -0.60246
```

Output
Orbital gap (alpha / beta) = 0.3313 / 0.2988 Eh
Maximum force = 0.0622 hartree/bohr
Total charge = +1
Calculated total energy = -74744.3517 eV
Spin multiplicity = 1
HOMO level (alpha / beta) = -14.624 / -13.090 eV

***

# 5
Below is 2 unconnected molecules or ions with the total composition C3H7BrN2O at a distorted geometry, with properties calculated with wB97M-V/def2-TZVPD.

The geometry in XYZ format:
```
14
Properties=species:S:1:pos:R:3
C 0.22175 2.05953 1.08423
C -0.02863 1.50893 -0.24155
C 0.34734 0.04703 -0.43197
N -0.98294 -2.86245 0.30112
N -0.88039 -2.98296 -0.95143
O 1.03326 2.36213 -0.11511
Br 2.23308 -0.17932 -0.16324
H -0.29344 2.97362 1.38329
H 0.83456 1.47995 1.80971
H -0.95032 1.76911 -0.82291
H 0.32004 0.19093 -1.44375
H 0.01317 -0.57657 0.22139
H -1.06404 -3.78929 0.81641
H -0.80342 -2.00064 -1.44621
```

Output
Orbital gap = 0.3690 Eh
Maximum force = 0.1357 hartree/bohr
Calculated total energy = -78289.9597 eV
Spin multiplicity = 1
HOMO level = -9.588 eV
SMILES string = BrC[C@H]1CO1.[H]/N=N/[H]

***

# 6
Below is C3H7BrN2S in the gas phase at a distorted geometry, with properties calculated with wB97M-V/def2-TZVPD.

The geometry in XYZ format:
```
14
Properties=species:S:1:pos:R:3
C -0.75529 -0.88457 -1.37422
C 0.54564 0.45316 1.52722
C 0.24038 0.96740 -0.01635
N -0.43332 -2.12924 -1.77790
N 0.33562 -0.04359 -1.00010
S -2.27200 -0.12366 -1.48033
Br 2.10963 -0.71912 -0.92880
H 1.56480 0.44835 1.83144
H -0.06591 1.12214 2.20019
H 0.23832 -0.58939 1.66205
H -0.79639 1.48620 -0.19981
H 1.03251 1.69322 -0.13090
H 0.45462 -2.59865 -1.84285
H -1.22138 -2.52830 -2.24259
```

Output
Orbital gap = 0.3097 Eh
Maximum force = 0.0627 hartree/bohr
Calculated total energy = -87081.1502 eV
Spin multiplicity = 1
HOMO level = -8.552 eV
SMILES string = CCN(Br)C(N)=S

***

# 7
Below is C3H7BrN2Si in the gas phase at a distorted geometry, with properties calculated with wB97M-V/def2-TZVPD.

The geometry in XYZ format:
```
14
Properties=species:S:1:pos:R:3
C 0.33120 -1.62089 -0.92050
C 1.46287 -1.52047 0.33865
C -1.11812 1.53828 1.09123
N -0.96497 -1.22019 -0.71959
N 1.72429 -0.39433 0.83378
Si -1.59940 0.11779 0.07756
Br -3.81626 -0.24230 -0.07718
H -0.02904 -2.66971 -0.84973
H 2.01685 -2.50658 0.27505
H 0.99314 -1.36544 -1.74494
H 0.09788 1.53214 1.10291
H -1.37120 2.46932 0.42167
H -1.49218 1.76654 2.08218
H 2.60361 -0.09750 1.19018
```

Output
Orbital gap = 0.3174 Eh
Maximum force = 0.1235 hartree/bohr
Calculated total energy = -84122.5965 eV
Spin multiplicity = 1
HOMO level = -8.315 eV
SMILES string = [H]/N=C/C/N=[Si](\C)Br

***

# 8
Below is 2 unconnected molecules or ions with the total composition C3H7BrN3 at a distorted geometry, with properties calculated with wB97M-V/def2-TZVPD.

The geometry in XYZ format:
```
14
Properties=species:S:1:pos:R:3
C -0.01611 -0.70728 1.60505
C 1.73517 -0.93878 0.37862
C -1.28369 0.77013 0.07259
N 1.12007 -1.27523 1.61495
N -0.07111 0.13975 0.50126
N 0.91235 0.03842 -0.25928
Br -0.08688 -1.25786 -2.61390
H -0.69278 -0.84860 2.41351
H 2.77201 -0.67723 0.15368
H 1.70418 -1.89684 -0.33938
H -2.02838 0.05472 -0.35707
H -1.47468 1.41087 0.91248
H -1.04797 1.53324 -0.78011
H 0.32505 0.19685 -2.79724
```

Output
Orbital gap = 0.3117 Eh
Maximum force = 0.0690 hartree/bohr
Total charge = +1
Calculated total energy = -77727.4541 eV
Spin multiplicity = 1
HOMO level = -14.691 eV

***

# 9
Below is 2 unconnected molecules or ions with the total composition C3H7BrNO at a distorted geometry, with properties calculated with wB97M-V/def2-TZVPD.

The geometry in XYZ format:
```
13
Properties=species:S:1:pos:R:3
C -0.09961 0.65603 -0.36737
C -1.49865 0.43777 -0.91362
C -1.25089 -0.83600 0.88061
N -0.21238 -0.16948 0.88965
O -2.00950 -0.67498 -0.15006
Br 3.87979 -0.84932 -0.26783
H 0.74925 0.16461 -1.02045
H 0.36907 1.63350 -0.04057
H -2.15544 1.18989 -0.73888
H -1.47854 0.17420 -2.00856
H -1.46439 -1.49677 1.65530
H 4.68480 0.06944 0.41656
H 0.48649 -0.29889 1.66520
```

Output
Orbital gap = 0.3834 Eh
Maximum force = 0.0908 hartree/bohr
Total charge = +1
Calculated total energy = -76796.8090 eV
Spin multiplicity = 1
HOMO level = -14.168 eV

***

# 10
Below is C3H7Cl2NS in the gas phase at a distorted geometry, with properties calculated with wB97M-V/def2-TZVPD.

The geometry in XYZ format:
```
14
Properties=species:S:1:pos:R:3
C 0.41262 -0.58234 0.07135
C 0.66088 0.69722 -0.84863
C -0.31455 -0.05680 1.40492
H -0.10340 -2.61720 0.09744
H -1.18036 -1.63969 -0.87145
H 1.48226 -0.73748 0.41972
H 1.50541 0.27291 -1.49635
H 1.09885 1.45817 -0.00349
H -1.19092 2.38540 -1.50262
H -0.70072 -0.92252 2.11149
N -0.22465 -1.79539 -0.51261
S -0.40512 1.35093 -2.15058
Cl -1.81761 0.88971 1.10531
Cl 0.77731 1.29707 2.17552
```

Output
Orbital gap = 0.3526 Eh
Maximum force = 0.0675 hartree/bohr
Calculated total energy = -40593.2222 eV
Spin multiplicity = 1
HOMO level = -8.967 eV
SMILES string = N[C@@H](CS)C(Cl)Cl